Arrangement i

Below is the molecule C4H4N2O2, with properties calculated with ωB97M-V/def2-TZVPD.

Last column: Mulliken charge in e.
Cartesian coordinates (Å):
1 C 0.620 1.563 0.442  -0.340
2 C -0.252 0.267 0.222  0.684
3 C -1.669 -1.235 -0.333  0.363
4 C -0.245 -1.769 -0.326  -0.018
5 H 2.204 0.623 -0.233  0.337
6 H 0.905 1.915 1.490  0.213
7 H -0.018 2.326 0.063  0.299
8 H 0.227 -2.723 -0.638  0.399
9 N -1.517 0.191 -0.009  -0.571
10 N 0.559 -0.869 0.134  -0.463
11 O 1.870 1.488 -0.301  -0.510
12 O -2.685 -1.778 -0.512  -0.394

Properties
HOMO-LUMO gap in Ha: 0.3282
HOMO in eV: -10.76
LUMO in eV: -1.8325
SMILES: O=C1C=NC(CO)=N1


Arrangement ii

Below is C4H4N2O2 as an isolated structure, with properties calculated with ωB97M-V/def2-TZVPD.

Last column: Mulliken charge in e.
Cartesian coordinates (Å):
1 C -0.925 -0.325 -0.451  0.236
2 C -0.653 1.035 -0.122  -0.512
3 C 0.784 0.625 0.083  0.283
4 C 0.553 -0.700 -0.545  0.038
5 H -0.810 -1.021 1.646  0.384
6 H -1.609 -0.724 -1.324  0.363
7 H -0.911 1.425 -1.237  0.197
8 H -1.069 1.523 0.669  0.366
9 N 2.037 0.875 0.487  -0.461
10 N 1.695 -1.267 -0.183  -0.228
11 O -1.665 -0.898 0.766  -0.599
12 O 2.573 -0.547 0.210  -0.068

Properties
HOMO-LUMO gap in Ha: 0.3954
HOMO in eV: -10.53
LUMO in eV: 0.2296


Q: What are the energies relative to the best structure? A: arrangement i 0.0; arrangement ii 147.5, in kcal/mol.


Arrangement i

Below is the molecule C4H5NO, with properties calculated with ωB97M-V/def2-TZVPD.

Last column: Mulliken charge in e.
Cartesian coordinates (Å):
1 N 2.672 0.746 -0.476  -0.396
2 C 1.795 0.021 -0.264  0.262
3 C 0.678 -0.895 -0.016  -0.615
4 C -0.573 -0.199 0.514  0.174
5 C -1.141 0.972 -0.153  -0.393
6 O -1.726 -0.315 -0.299  -0.427
7 H 1.013 -1.666 0.685  0.314
8 H 0.420 -1.394 -0.956  0.247
9 H -0.761 -0.328 1.579  0.330
10 H -1.727 1.685 0.425  0.261
11 H -0.651 1.372 -1.040  0.243

Properties
HOMO-LUMO gap in Ha: 0.4321
HOMO in eV: -10.89
LUMO in eV: 0.8707
SMILES: N#CC[C@H]1CO1


Arrangement ii

Below is the molecule C4H5NO, with properties calculated with ωB97M-V/def2-TZVPD.

Last column: Mulliken charge in e.
Cartesian coordinates (Å):
1 C -0.901 0.959 -0.148  -0.221
2 C 0.470 0.995 -0.062  -0.294
3 C 0.698 -1.255 -0.199  -0.434
4 C -1.366 -0.428 0.037  -0.774
5 N 1.302 -0.091 -0.002  0.576
6 O 2.542 0.172 -0.054  -0.653
7 H -1.428 1.843 -0.411  0.404
8 H 0.967 1.866 0.196  0.447
9 H 0.925 -2.155 0.333  0.283
10 H -1.203 -0.984 0.939  0.360
11 H -2.007 -0.923 -0.630  0.307

Properties
HOMO-LUMO gap (spin up / spin down) in Ha: 0.3203 / 0.3203
HOMO (spin up / spin down) in eV: -8.90 / -8.90
LUMO (spin up / spin down) in eV: -0.1858 / -0.1852


Q: What are the energies relative to the best structure? A: arrangement i 0.0; arrangement ii 111.2, in kcal/mol.


Arrangement i

Below is an isolated ion of composition O5S2 and charge -2, with properties calculated with ωB97M-V/def2-TZVPD.

Last column: Mulliken charge in e.
Cartesian coordinates (Å):
1 O 1.140 -0.251 -2.096  -0.599
2 O -1.469 -0.794 1.789  -0.586
3 O -0.302 1.632 -1.954  -0.620
4 O 0.982 -1.141 2.026  -0.612
5 O -0.033 0.509 0.106  -0.370
6 S -0.180 0.186 -1.612  0.425
7 S -0.138 -0.140 1.742  0.362

Properties
HOMO-LUMO gap in Ha: 0.2285
HOMO in eV: 0.20
Total charge: -2
LUMO in eV: 6.4129


Arrangement ii

Below is an isolated ion of composition O5S2 and charge -2, with properties calculated with ωB97M-V/def2-TZVPD.

Last column: Mulliken charge in e.
Cartesian coordinates (Å):
1 O -0.673 2.002 -0.738  -0.625
2 O 1.079 -1.206 -0.833  -0.663
3 O 1.360 1.620 0.565  -0.602
4 O -1.385 -1.107 -0.754  -0.668
5 O -0.197 -1.682 1.297  -0.690
6 S -0.077 1.279 0.469  0.370
7 S -0.108 -0.907 -0.006  0.878

Properties
HOMO-LUMO gap in Ha: 0.2168
HOMO in eV: 0.65
Total charge: -2
LUMO in eV: 6.5501
SMILES: O=S(=O)=S(=O)([O-])[O-]


Q: What are the energies relative to the best structure? A: arrangement i 5.8; arrangement ii 0.0, in kcal/mol.